# 1
{"formula": "C2F3NO6S2Tl", "method": "the ωB97M-V functional and the def2-TZVPD basis", "s_squared": 0.756, "lumo_energy_ev": [-0.388, -4.160], "de_lowest_kcal_mol": 0.00, "spin_multiplicity": 2, "species": ["N", "S", "O", "S", "O", "O", "C", "F", "F", "F", "O", "C", "O", "O", "Tl"], "positions_angstrom": [[0.9063, -0.2774, -0.9124], [-0.7687, -0.3307, -1.0803], [-1.2346, -1.1426, 0.1352], [1.6203, 0.0247, 0.4523], [0.6750, 0.3339, 1.5734], [2.8341, 0.7997, 0.1735], [2.3997, -1.5223, 1.1662], [1.4860, -2.4110, 1.5200], [3.1935, -2.0782, 0.2604], [3.1199, -1.2140, 2.2349], [-3.9376, 1.0315, -1.8966], [-3.6739, 2.1467, -2.1402], [-3.8056, 3.2773, -2.3908], [-1.4061, 1.0306, -0.6339], [-1.4083, 0.3319, 1.5384]], "lowdin_charge": [-0.392, 0.829, -0.605, 0.653, -0.492, -0.266, -0.691, 0.147, 0.153, 0.157, 0.171, -0.404, 0.204, -0.573, 1.110]}

# 2
{"formula": "C8H9O4", "method": "the ωB97M-V functional and the def2-TZVPD basis", "lumo_energy_ev": -4.806, "total_charge": 1, "de_lowest_kcal_mol": 15.18, "spin_multiplicity": 1, "species": ["C", "C", "C", "C", "C", "C", "C", "C", "O", "O", "O", "O", "H", "H", "H", "H", "H", "H", "H", "H", "H"], "positions_angstrom": [[-0.3687, 0.4052, -1.2638], [-1.6335, 1.1918, -2.4752], [0.2407, 1.6402, 2.2580], [0.9413, 0.4566, 2.1065], [1.1746, 0.0349, 0.7694], [-0.3188, -0.9238, -1.7323], [-1.4540, -1.0696, -2.8104], [1.5345, -0.4872, 3.1566], [-1.9125, 2.3410, -2.3255], [1.8504, -0.7960, 0.3161], [-1.9372, 0.2399, -3.2111], [0.1973, 0.9756, -0.3223], [-0.0746, 1.9903, 3.1897], [-0.2855, 2.0852, 1.4869], [0.6189, -0.7966, -2.2770], [-0.3102, -1.8157, -1.0922], [-1.2538, -1.5640, -3.7641], [-2.2812, -1.5559, -2.2332], [1.5295, -1.5649, 2.7735], [2.7063, -0.4097, 3.2511], [1.0363, -0.3773, 4.1994]], "lowdin_charge": [-0.084, -0.352, 0.212, -0.240, -0.210, -0.073, -0.042, -0.034, 0.200, 0.253, 0.114, 0.118, 0.081, 0.062, 0.174, 0.160, 0.150, 0.154, 0.102, 0.132, 0.123]}

# 3
{"formula": "C21H17N3O3S", "method": "the ωB97M-V functional and the def2-TZVPD basis", "smiles": "Cc1ccccc1NS(=O)(=O)c1cccc(-c2nnc(-c3ccccc3)o2)c1", "lumo_energy_ev": -0.289, "de_lowest_kcal_mol": 22.68, "spin_multiplicity": 1, "species": ["C", "C", "C", "C", "C", "C", "C", "N", "S", "O", "O", "C", "C", "C", "C", "C", "C", "N", "N", "C", "C", "C", "C", "C", "C", "C", "O", "C", "H", "H", "H", "H", "H", "H", "H", "H", "H", "H", "H", "H", "H", "H", "H", "H", "H"], "positions_angstrom": [[2.0171, -4.5165, -3.4443], [1.0584, -3.3825, -3.2827], [0.7764, -2.5243, -4.3379], [-0.1478, -1.5018, -4.2146], [-0.8314, -1.3323, -3.0237], [-0.5583, -2.1668, -1.9558], [0.3915, -3.1753, -2.0724], [0.7044, -3.9878, -0.9561], [2.0490, -3.5100, -0.0593], [3.2482, -3.8215, -0.7744], [1.8616, -4.0640, 1.2456], [1.8662, -1.7231, -0.0181], [2.5817, -0.9565, -0.9185], [2.3723, 0.4131, -0.9575], [1.4447, 0.9956, -0.1128], [0.7235, 0.2112, 0.7876], [-0.2712, 0.7995, 1.6544], [-1.1186, 0.1647, 2.4111], [-1.8677, 1.0818, 3.0287], [-1.4564, 2.2528, 2.6321], [-1.9750, 3.5363, 3.0407], [-3.0471, 3.5842, 3.9324], [-3.5507, 4.8065, 4.3307], [-2.9936, 5.9816, 3.8482], [-1.9280, 5.9352, 2.9632], [-1.4160, 4.7180, 2.5565], [-0.4365, 2.1402, 1.7478], [0.9421, -1.1662, 0.8361], [2.3341, -4.6090, -4.4798], [2.8891, -4.3707, -2.8108], [1.5446, -5.4439, -3.1261], [1.2867, -2.6699, -5.2790], [-0.3458, -0.8492, -5.0515], [-1.5711, -0.5527, -2.9218], [-1.0865, -2.0419, -1.0202], [-0.0648, -4.0808, -0.3067], [3.2916, -1.4448, -1.5663], [2.9267, 1.0248, -1.6524], [1.2683, 2.0602, -0.1466], [-3.4616, 2.6568, 4.2935], [-4.3805, 4.8468, 5.0201], [-3.3902, 6.9353, 4.1627], [-1.4951, 6.8512, 2.5898], [-0.5851, 4.6739, 1.8683], [0.4008, -1.7780, 1.5400]], "lowdin_charge": [-0.036, -0.214, -0.039, -0.081, -0.079, -0.034, -0.284, -0.046, 0.674, -0.282, -0.277, -0.265, -0.041, -0.041, 0.001, -0.129, -0.280, 0.108, 0.105, -0.276, -0.153, -0.018, -0.072, -0.081, -0.077, -0.021, 0.146, -0.002, 0.080, 0.058, 0.091, 0.110, 0.102, 0.104, 0.117, 0.116, 0.118, 0.112, 0.119, 0.113, 0.105, 0.103, 0.105, 0.114, 0.126]}

# 4
{"formula": "C34H65B3BrO40PS9Si", "method": "the ωB97M-V functional and the def2-TZVPD basis", "smiles": "C[Si](C)(CCCCCCCCB1OBOB(P(O)Br)O1)c1ccccc1.O=S1(=O)OCCO1.O=S1(=O)OCCO1.O=S1(=O)OCCO1.O=S1(=O)OCCO1.O=S1(=O)OCCO1.O=S1(=O)OCCO1.O=S1(=O)OCCO1.O=S1(=O)OCCO1.O=S1(=O)OCCO1", "lumo_energy_ev": 0.021, "spin_multiplicity": 1, "species": ["C", "Si", "C", "C", "C", "C", "C", "C", "C", "C", "C", "B", "O", "B", "O", "B", "P", "O", "Br", "O", "C", "C", "C", "C", "C", "C", "H", "H", "H", "H", "H", "H", "H", "H", "H", "H", "H", "H", "H", "H", "H", "H", "H", "H", "H", "H", "H", "H", "H", "H", "H", "H", "H", "H", "H", "O", "S", "O", "O", "C", "C", "O", "H", "H", "H", "H", "O", "S", "O", "O", "C", "C", "O", "H", "H", "H", "H", "O", "S", "O", "O", "C", "C", "O", "H", "H", "H", "H", "O", "S", "O", "O", "C", "C", "O", "H", "H", "H", "H", "O", "S", "O", "O", "C", "C", "O", "H", "H", "H", "H", "O", "S", "O", "O", "C", "C", "O", "H", "H", "H", "H", "O", "S", "O", "O", "C", "C", "O", "H", "H", "H", "H", "O", "S", "O", "O", "C", "C", "O", "H", "H", "H", "H", "O", "S", "O", "O", "C", "C", "O", "H", "H", "H", "H"], "positions_angstrom": [[-1.9800, -0.3684, 1.7068], [-0.8901, -0.9408, 0.2341], [-0.4640, -2.8304, 0.2948], [0.8248, -0.0105, 0.2539], [1.3560, -0.0357, -1.2756], [2.9366, 0.2499, -1.4435], [3.0574, 1.4660, -2.5362], [2.9077, 2.8541, -1.7266], [1.6655, 3.7741, -2.1886], [0.6464, 4.1344, -0.9533], [0.6072, 5.7159, -0.6025], [0.5795, 5.9090, 1.0306], [-0.6284, 5.7855, 1.8381], [-0.3314, 4.7158, 2.8031], [0.8040, 4.9261, 3.6834], [1.9370, 5.1318, 2.7697], [3.4743, 3.9922, 3.0063], [3.9684, 3.3158, 1.5029], [2.7754, 2.2359, 4.2596], [1.8188, 6.1873, 1.7869], [-1.6674, -0.4792, -1.4910], [-2.2792, 0.9691, -1.5929], [-2.8972, 1.4657, -2.9659], [-2.8534, 0.4748, -4.1751], [-2.2664, -0.9864, -4.0730], [-1.6546, -1.4845, -2.7262], [-3.0489, -0.0774, 1.3547], [-1.4373, 0.5340, 2.1836], [-2.1257, -1.2440, 2.4513], [-1.4329, -3.4690, 0.2504], [-0.0101, -3.0233, 1.3460], [0.2797, -3.1214, -0.5501], [0.6153, 1.0881, 0.5607], [1.5496, -0.4604, 1.0199], [0.7795, 0.8019, -1.8311], [1.1205, -1.0877, -1.6960], [3.4206, 0.5208, -0.4407], [3.3963, -0.6835, -1.9416], [2.2270, 1.3786, -3.3450], [4.0600, 1.3706, -3.0949], [3.8908, 3.4327, -1.8229], [2.7133, 2.5740, -0.6196], [1.0301, 3.3395, -3.0372], [2.0889, 4.7961, -2.5338], [0.9298, 3.5883, 0.0230], [-0.4227, 3.7723, -1.2186], [-0.3475, 6.2009, -1.0540], [1.5359, 6.2952, -0.9649], [-0.9879, 3.7333, 2.8786], [3.6287, 2.3790, 1.4525], [-2.2459, 1.6553, -0.6668], [-3.3160, 2.5328, -3.0413], [-3.2659, 0.8230, -5.1855], [-2.2543, -1.6680, -5.0049], [-1.1752, -2.5052, -2.5389], [-5.0149, 1.1469, 5.3771], [-3.7899, 1.7988, 5.0151], [-2.7151, 1.1225, 4.3519], [-3.2007, 2.5400, 6.3348], [-3.0647, 3.9382, 6.0777], [-4.1320, 4.2631, 5.0425], [-4.1542, 3.1339, 4.1666], [-2.0607, 4.1150, 5.6798], [-3.1954, 4.5096, 6.9979], [-3.9097, 5.1762, 4.4884], [-5.1217, 4.3517, 5.5068], [-6.6154, 5.2100, 5.6125], [-7.6969, 5.8645, 4.9303], [-9.0667, 5.7087, 5.3157], [-7.5630, 5.5412, 3.3457], [-7.4460, 6.7633, 2.6161], [-6.7910, 7.7446, 3.5769], [-7.3622, 7.4517, 4.8522], [-8.4517, 7.0927, 2.3398], [-6.8532, 6.6126, 1.7128], [-6.9760, 8.7831, 3.3014], [-5.7124, 7.5725, 3.6421], [1.8096, -4.3748, -1.0786], [3.1831, -4.2371, -0.6877], [4.0430, -3.2188, -1.2161], [3.9126, -5.6774, -0.8707], [4.4520, -6.1037, 0.3808], [3.5607, -5.4730, 1.4400], [3.2480, -4.1740, 0.9344], [5.4780, -5.7305, 0.4544], [4.4573, -7.1926, 0.4422], [4.0547, -5.4004, 2.4098], [2.6231, -6.0283, 1.5506], [1.6533, -7.4102, 2.5078], [2.2895, -8.6458, 2.8695], [2.9055, -8.8586, 4.1454], [3.3619, -9.0206, 1.7070], [3.0390, -10.2962, 1.1550], [1.5330, -10.4404, 1.3245], [1.2433, -9.8581, 2.5959], [3.5750, -11.0601, 1.7257], [3.3433, -10.3459, 0.1083], [1.2094, -11.4805, 1.2959], [0.9938, -9.8707, 0.5612], [-1.8618, 1.4875, -6.8217], [-0.4529, 1.2172, -6.8806], [0.5018, 1.8698, -6.0356], [0.0275, 1.3751, -8.4244], [0.6033, 0.1486, -8.8735], [-0.0838, -0.9400, -8.0621], [-0.2374, -0.3874, -6.7557], [1.6765, 0.1791, -8.6641], [0.4469, 0.0245, -9.9461], [0.4986, -1.8611, -8.0244], [-1.0811, -1.1564, -8.4569], [-3.0900, 7.8354, -3.3916], [-1.7872, 8.3793, -3.6440], [-1.3620, 9.6488, -3.1335], [-1.5297, 8.3523, -5.2469], [-0.3635, 7.5785, -5.5307], [-0.2722, 6.5588, -4.4050], [-0.6810, 7.2640, -3.2326], [0.5001, 8.2499, -5.5262], [-0.4493, 7.1052, -6.5099], [0.7361, 6.1616, -4.2838], [-0.9715, 5.7322, -4.5632], [3.1147, 7.2893, 2.6919], [4.3425, 7.9615, 2.3614], [5.4434, 7.2999, 1.7275], [4.8877, 8.7170, 3.6948], [5.0070, 10.1154, 3.4369], [3.9605, 10.4200, 2.3741], [3.9778, 9.2903, 1.5016], [6.0168, 10.3082, 3.0632], [4.8441, 10.6868, 4.3519], [4.1811, 11.3349, 1.8234], [2.9610, 10.4923, 2.8135], [1.9658, -5.8162, -2.5484], [0.7141, -6.1477, -3.1597], [-0.3902, -5.2367, -3.2134], [0.1974, -7.5529, -2.5276], [0.0265, -8.5121, -3.5706], [1.0219, -8.1155, -4.6519], [1.0060, -6.6895, -4.6657], [-1.0021, -8.4390, -3.9355], [0.2066, -9.5202, -3.1938], [0.7526, -8.5129, -5.6311], [2.0348, -8.4398, -4.3941], [-2.3704, -10.8123, 3.8277], [-1.1759, -11.5932, 3.9611], [0.0470, -11.2673, 3.2820], [-1.5475, -13.1453, 3.6515], [-1.2214, -13.9498, 4.7849], [-1.3548, -13.0260, 5.9868], [-0.8536, -11.7651, 5.5434], [-0.1916, -14.3004, 4.6690], [-1.8914, -14.8085, 4.8481], [-0.7916, -13.3821, 6.8498], [-2.4039, -12.8927, 6.2674]], "lowdin_charge": [-0.215, 0.557, -0.205, -0.260, -0.248, -0.187, -0.197, -0.187, -0.171, -0.162, -0.074, -0.394, 0.162, -0.254, 0.091, -0.663, 0.647, -0.408, 0.280, 0.065, -0.224, -0.078, -0.063, -0.086, -0.066, -0.044, 0.051, 0.031, 0.051, 0.052, 0.052, 0.016, 0.064, 0.083, 0.104, 0.099, 0.101, 0.096, 0.104, 0.101, 0.114, 0.075, 0.102, 0.095, 0.097, 0.115, 0.107, 0.119, 0.118, 0.031, 0.085, 0.082, 0.066, 0.086, 0.076, -0.226, 0.652, -0.241, -0.187, -0.161, -0.184, -0.191, 0.124, 0.137, 0.136, 0.075, -0.245, 0.683, -0.211, -0.180, -0.166, -0.170, -0.187, 0.135, 0.140, 0.138, 0.130, -0.291, 0.672, -0.225, -0.200, -0.160, -0.170, -0.183, 0.133, 0.116, 0.144, 0.091, -0.232, 0.683, -0.213, -0.210, -0.160, -0.162, -0.274, 0.135, 0.136, 0.131, 0.138, -0.246, 0.643, -0.230, -0.192, -0.173, -0.172, -0.200, 0.133, 0.135, 0.138, 0.134, -0.230, 0.650, -0.229, -0.192, -0.169, -0.168, -0.216, 0.133, 0.137, 0.130, 0.138, -0.240, 0.697, -0.211, -0.185, -0.175, -0.173, -0.180, 0.133, 0.135, 0.136, 0.133, -0.257, 0.682, -0.214, -0.187, -0.176, -0.179, -0.189, 0.133, 0.132, 0.134, 0.131, -0.209, 0.704, -0.238, -0.191, -0.175, -0.171, -0.180, 0.132, 0.136, 0.137, 0.135]}

# 5
{"formula": "C16H9F6NO", "method": "the ωB97M-V functional and the def2-TZVPD basis", "lumo_energy_ev": -3.760, "spin_multiplicity": 1, "species": ["O", "C", "N", "F", "C", "F", "F", "C", "C", "C", "C", "C", "C", "C", "C", "C", "C", "F", "F", "F", "C", "C", "C", "C", "H", "H", "H", "H", "H", "H", "H", "H", "H"], "positions_angstrom": [[-2.0350, 1.2573, -2.3845], [-3.2017, 1.0293, -2.1840], [-4.3949, 0.8172, -1.9914], [4.9504, 1.3250, -3.0496], [4.5029, 0.0427, -3.2255], [4.3659, -0.1607, -4.5663], [5.5095, -0.7880, -2.7852], [3.2180, -0.2180, -2.4797], [2.1731, -0.9418, -3.0758], [0.9995, -1.1236, -2.3691], [0.8070, -0.6359, -1.0446], [-0.4680, -0.8450, -0.4662], [-1.0024, -0.3711, 0.7567], [-0.5004, 0.6949, 1.5547], [-1.0622, 1.0059, 2.7866], [-2.2294, 0.3580, 3.2057], [-2.8910, 0.7449, 4.5043], [-4.2496, 0.6072, 4.4392], [-2.4535, -0.0489, 5.5420], [-2.6280, 2.0368, 4.8573], [-2.7933, -0.6607, 2.4235], [-2.1918, -1.0008, 1.2317], [1.9442, -0.0266, -0.4345], [3.0966, 0.2343, -1.1623], [2.2858, -1.3480, -4.0802], [0.1583, -1.6290, -2.8476], [-1.1534, -1.4547, -1.0597], [0.3365, 1.2804, 1.1711], [-0.5926, 1.7685, 3.4159], [-3.6959, -1.1712, 2.7600], [-2.6238, -1.7998, 0.6242], [1.9050, 0.2361, 0.6233], [3.9142, 0.7848, -0.6898]], "lowdin_charge": [-0.059, -0.666, 0.006, 0.127, -0.508, 0.128, 0.123, -0.082, 0.025, 0.028, -0.170, 0.116, -0.170, 0.027, 0.021, -0.079, -0.507, 0.130, 0.122, 0.128, 0.023, 0.031, 0.023, 0.015, 0.133, 0.134, 0.139, 0.114, 0.135, 0.137, 0.131, 0.110, 0.137]}

# 6
{"formula": "C6H12O", "method": "the ωB97M-V functional and the def2-TZVPD basis", "smiles": "CC[C@H]1C[C@H]1CO", "lumo_energy_ev": 1.042, "de_lowest_kcal_mol": 29.14, "spin_multiplicity": 1, "species": ["C", "C", "C", "C", "C", "C", "O", "H", "H", "H", "H", "H", "H", "H", "H", "H", "H", "H", "H"], "positions_angstrom": [[-2.2415, -0.2472, 0.8053], [-1.2910, 0.8550, 0.3395], [-0.3775, 0.4065, -0.7811], [0.9330, 1.0909, -1.0375], [0.9139, -0.3314, -0.5381], [1.4282, -0.7218, 0.8399], [2.4491, -1.6995, 0.7494], [-2.8477, -0.6174, -0.0290], [-2.9264, 0.1158, 1.5784], [-1.6923, -1.1012, 1.2156], [-0.6960, 1.2198, 1.1876], [-1.8768, 1.7148, -0.0128], [-0.9162, 0.0784, -1.6702], [1.2336, 1.2955, -2.0614], [1.2261, 1.8602, -0.3236], [1.1411, -1.1041, -1.2695], [1.7822, 0.1619, 1.3947], [0.6409, -1.1876, 1.4419], [3.1456, -1.3417, 0.1849]], "lowdin_charge": [-0.105, -0.234, -0.278, -0.084, -0.230, -0.237, -0.067, 0.074, 0.070, 0.065, 0.112, 0.111, 0.138, 0.098, 0.107, 0.138, 0.121, 0.112, 0.088]}